(1)
The following is a quantum chemistry calculation of a structure of composition C28H44F6O13Pb in a non-equilibrium geometry, from the OMol25 dataset.

calculated total energy: -77920.511 eV
molar mass: 909.84 g mol⁻¹
spin multiplicity: 1
gap between HOMO and LUMO: 7.8487 eV
E_HOMO: -7.35 eV

Last column: Löwdin charge in e.
Positions of all 92 atoms, in Å:
Pb (-0.34, 0.21, 0.87)  1.719
C (-2.30, 2.51, 1.56)  -0.478
O (-2.65, 1.15, 1.24)  -0.237
O (-0.97, 2.49, 1.61)  -0.255
C (-2.85, 3.47, 0.50)  -0.549
F (-2.37, 3.22, -0.73)  0.135
F (-4.20, 3.43, 0.40)  0.123
F (-2.52, 4.73, 0.80)  0.134
C (-3.95, 0.62, 1.15)  -0.247
C (-4.52, 0.29, 2.54)  -0.050
H (-5.01, -0.69, 2.49)  0.069
H (-3.70, 0.24, 3.25)  0.077
H (-5.31, 1.00, 2.82)  0.068
H (-3.87, -0.29, 0.55)  0.097
H (-4.68, 1.22, 0.60)  0.113
H (-2.70, 2.83, 2.54)  0.163
C (1.91, -1.83, -1.13)  -0.494
O (1.82, -1.02, -2.32)  -0.087
O (0.83, -1.64, -0.41)  -0.287
C (2.09, -3.31, -1.53)  -0.545
F (1.29, -3.69, -2.55)  0.126
F (3.36, -3.59, -1.92)  0.107
F (1.83, -4.13, -0.51)  0.130
C (2.99, -0.84, -3.08)  -0.287
C (2.69, -0.79, -4.57)  -0.070
H (2.22, 0.15, -4.86)  0.065
H (3.63, -0.86, -5.12)  0.072
H (2.08, -1.63, -4.93)  0.073
H (3.77, -1.56, -2.86)  0.108
H (3.43, 0.14, -2.84)  0.108
H (2.82, -1.53, -0.56)  0.157
C (1.58, 0.09, 5.09)  -0.153
C (1.07, -1.35, 5.23)  -0.137
C (-0.06, -1.45, 4.16)  -0.188
O (-0.17, -0.19, 3.54)  -0.258
C (0.39, 0.78, 4.40)  -0.210
H (2.43, 0.10, 4.41)  0.101
H (1.77, 0.66, 5.99)  0.110
H (0.82, -1.56, 6.27)  0.105
H (1.85, -2.04, 4.89)  0.102
H (-1.02, -1.72, 4.62)  0.123
H (0.19, -2.23, 3.45)  0.114
H (-0.36, 0.95, 5.20)  0.131
H (0.63, 1.73, 3.96)  0.119
O (2.04, 1.12, 1.64)  0.023
C (2.83, 2.02, 1.48)  -0.471
O (2.47, 3.28, 1.29)  0.044
C (3.55, 4.09, 0.79)  -0.117
C (4.82, 3.24, 0.94)  -0.130
C (4.34, 1.85, 1.36)  -0.041
H (3.52, 4.99, 1.39)  0.128
H (3.32, 4.37, -0.24)  0.110
H (5.59, 3.68, 1.57)  0.111
H (5.27, 3.15, -0.05)  0.110
H (4.67, 1.53, 2.35)  0.128
H (4.53, 1.13, 0.57)  0.126
O (-1.79, -0.14, -1.30)  0.039
C (-2.21, -0.89, -2.13)  -0.441
O (-3.53, -1.08, -2.30)  0.042
C (-3.80, -2.16, -3.19)  -0.151
C (-2.44, -2.81, -3.55)  -0.125
C (-1.39, -1.89, -2.93)  -0.044
H (-4.37, -1.77, -4.04)  0.119
H (-4.50, -2.87, -2.75)  0.117
H (-2.44, -2.83, -4.64)  0.110
H (-2.33, -3.84, -3.20)  0.095
H (-0.84, -1.30, -3.66)  0.136
H (-0.75, -2.41, -2.23)  0.099
O (-1.89, -1.86, 1.48)  0.025
C (-2.10, -2.98, 1.12)  -0.449
O (-3.37, -3.44, 0.99)  0.040
C (-3.39, -4.75, 0.44)  -0.154
C (-1.98, -5.05, -0.06)  -0.129
C (-1.12, -4.05, 0.72)  -0.050
H (-4.21, -4.87, -0.27)  0.121
H (-3.64, -5.46, 1.24)  0.125
H (-1.91, -4.87, -1.14)  0.099
H (-1.64, -6.06, 0.12)  0.116
H (-0.28, -3.68, 0.14)  0.090
H (-0.85, -4.51, 1.67)  0.143
O (0.72, 1.90, -0.76)  0.027
C (1.00, 2.73, -1.57)  -0.450
O (1.94, 2.53, -2.52)  0.031
C (2.23, 3.74, -3.24)  -0.144
C (1.40, 4.88, -2.59)  -0.128
C (0.49, 4.14, -1.62)  -0.059
H (1.95, 3.57, -4.28)  0.121
H (3.30, 3.90, -3.19)  0.118
H (0.84, 5.40, -3.37)  0.110
H (2.10, 5.57, -2.13)  0.103
H (-0.56, 4.09, -1.92)  0.122
H (0.47, 4.56, -0.61)  0.136

(2)
The following is a quantum chemistry calculation of a structure of composition C28H45AsN4O5PbS2Si2, from the OMol25 dataset.

calculated total energy: -149474.194 eV
molar mass: 920.12 g mol⁻¹
spin multiplicity: 1
relative energy (zero: lowest compared OMol25 entry of this formula, charge and spin): 0.2 kcal/mol
gap between HOMO and LUMO: 6.6485 eV
E_HOMO: -6.91 eV

Last column: Löwdin charge in e.
Positions of all 88 atoms, in Å:
Pb (-1.58, 0.76, 0.38)  0.822
C (1.42, -4.88, -2.95)  -0.118
C (0.76, -5.13, -4.29)  -0.295
S (-1.01, -5.22, -4.19)  0.634
O (-1.53, -5.56, -5.49)  -0.306
O (-1.36, -6.03, -3.05)  -0.311
C (-1.51, -3.55, -3.82)  -0.211
C (-3.00, -3.53, -3.47)  -0.131
N (-3.32, -2.27, -2.81)  0.055
C (-3.16, -2.08, -1.48)  -0.351
N (-3.33, -0.80, -1.15)  0.028
C (-3.61, -0.15, -2.31)  -0.077
C (-3.60, -1.03, -3.34)  -0.153
N (-3.76, -0.74, -4.72)  -0.336
O (-4.08, 0.39, -5.02)  0.089
O (-3.49, -1.62, -5.53)  0.075
C (-2.85, -3.18, -0.53)  -0.009
H (2.51, -4.93, -3.06)  0.082
H (1.12, -5.64, -2.23)  0.079
H (1.17, -3.90, -2.54)  0.043
H (1.03, -6.09, -4.72)  0.108
H (0.98, -4.36, -5.03)  0.104
H (-1.29, -2.92, -4.68)  0.109
H (-0.93, -3.22, -2.95)  0.075
H (-3.22, -4.33, -2.77)  0.116
H (-3.61, -3.66, -4.36)  0.127
H (-3.78, 0.92, -2.35)  0.118
H (-3.65, -3.92, -0.52)  0.098
H (-2.71, -2.76, 0.46)  0.051
H (-1.92, -3.69, -0.81)  0.072
N (-0.10, 1.82, 2.25)  -0.429
S (0.86, 3.07, 2.11)  0.991
C (1.74, 3.28, 3.65)  -0.389
C (1.08, 3.68, 4.81)  -0.071
C (1.79, 3.74, 6.00)  -0.065
C (3.14, 3.40, 6.03)  -0.070
C (3.79, 3.01, 4.87)  -0.066
C (3.09, 2.94, 3.67)  -0.079
C (-0.10, 4.59, 2.14)  -0.399
C (0.56, 5.81, 2.14)  -0.081
C (-0.18, 6.98, 2.11)  -0.070
C (-1.57, 6.92, 2.06)  -0.075
C (-2.22, 5.69, 2.04)  -0.065
C (-1.48, 4.52, 2.08)  -0.086
H (-0.60, 1.84, 3.14)  -0.012
H (0.04, 3.95, 4.77)  0.118
H (1.28, 4.05, 6.90)  0.109
H (3.68, 3.45, 6.96)  0.108
H (4.84, 2.75, 4.89)  0.110
H (3.58, 2.63, 2.76)  0.102
H (1.64, 5.85, 2.19)  0.116
H (0.32, 7.94, 2.12)  0.108
H (-2.15, 7.83, 2.03)  0.106
H (-3.30, 5.65, 1.99)  0.109
H (-1.97, 3.55, 2.04)  0.067
C (2.05, 1.77, -1.63)  -0.221
Si (1.25, 0.16, -2.18)  0.146
C (-0.04, 0.59, -3.47)  -0.231
C (2.57, -0.88, -3.03)  -0.224
As (0.20, -1.13, -0.53)  0.639
Si (1.87, -1.44, 1.08)  0.187
C (1.05, -1.60, 2.75)  -0.228
C (3.18, -0.10, 1.17)  -0.223
C (2.76, -3.04, 0.66)  -0.238
H (2.31, 2.36, -2.51)  0.031
H (2.96, 1.60, -1.06)  0.008
H (1.37, 2.36, -1.01)  0.004
H (0.43, 1.12, -4.31)  0.034
H (-0.83, 1.23, -3.06)  0.014
H (-0.52, -0.31, -3.87)  0.009
H (3.10, -0.30, -3.79)  0.031
H (2.11, -1.74, -3.53)  0.009
H (3.31, -1.26, -2.32)  0.014
H (0.61, -0.65, 3.04)  -0.002
H (1.79, -1.88, 3.51)  0.032
H (0.26, -2.35, 2.74)  0.024
H (2.72, 0.89, 1.18)  -0.017
H (3.86, -0.14, 0.32)  0.025
H (3.76, -0.22, 2.09)  0.032
H (2.07, -3.88, 0.63)  0.023
H (3.53, -3.26, 1.40)  0.028
H (3.25, -2.97, -0.32)  0.011
C (-2.67, 0.26, 3.52)  -0.115
C (-2.23, -0.51, 2.27)  -0.595
O (-2.27, -1.72, 2.31)  -0.077
H (-3.55, -0.22, 3.94)  0.077
H (-2.87, 1.31, 3.32)  0.042
H (-1.87, 0.18, 4.27)  0.075

(3)
The following is a quantum chemistry calculation of a structure of composition C28H45BN6O3PSiTc in a non-equilibrium geometry, from the OMol25 dataset.

calculated total energy: -64887.568 eV
molar mass: 681.58 g mol⁻¹
spin multiplicity: 2
charge: +1
gap between HOMO and LUMO (alpha / beta): 5.5247 / 5.6711 eV
E_HOMO (alpha / beta): -10.62 / -10.61 eV
⟨S²⟩: 1.10

Last column: Löwdin spin population.
Positions of all 86 atoms, in Å:
Tc (0.21, -0.76, -0.20)  0.764
O (-1.79, 4.25, -1.88)  0.001
C (-0.67, 4.27, -2.62)  0.000
C (-0.61, 5.22, -3.63)  0.000
C (0.51, 5.33, -4.43)  0.000
C (1.61, 4.49, -4.24)  0.000
C (1.55, 3.53, -3.26)  0.000
C (0.42, 3.39, -2.43)  -0.003
C (0.47, 2.29, -1.45)  -0.003
O (1.38, 1.46, -1.45)  -0.053
N (-0.50, 2.28, -0.48)  0.014
N (-0.43, 1.21, 0.31)  0.009
C (-0.94, 1.34, 1.49)  -0.011
C (-0.95, 0.17, 2.33)  0.009
C (-1.59, 0.13, 3.56)  -0.002
C (-1.60, -1.05, 4.28)  0.013
C (-0.94, -2.17, 3.76)  -0.003
C (-0.31, -2.07, 2.55)  0.011
N (-0.32, -0.92, 1.82)  -0.003
H (-1.65, 3.62, -1.15)  0.000
H (-1.47, 5.87, -3.77)  0.000
H (0.54, 6.09, -5.21)  0.000
H (2.50, 4.59, -4.85)  0.000
H (2.38, 2.85, -3.11)  0.000
H (-1.35, 2.29, 1.81)  -0.001
H (-2.07, 1.02, 3.93)  0.000
H (-2.13, -1.11, 5.23)  0.001
H (-0.91, -3.11, 4.30)  0.000
H (0.21, -2.91, 2.13)  0.000
C (-0.96, -2.79, -3.72)  0.003
Si (0.11, -1.28, -3.66)  0.023
C (1.77, -1.64, -4.37)  0.006
C (-0.69, 0.07, -4.62)  0.003
O (0.30, -0.87, -2.04)  0.221
H (-1.15, -3.06, -4.76)  0.000
H (-1.93, -2.61, -3.23)  0.000
H (-0.47, -3.65, -3.23)  0.000
H (1.69, -1.87, -5.44)  0.001
H (2.25, -2.50, -3.87)  0.000
H (2.42, -0.76, -4.25)  0.000
H (-0.82, -0.25, -5.67)  0.000
H (-0.06, 0.97, -4.63)  0.000
H (-1.67, 0.35, -4.22)  0.000
C (-3.55, -4.75, -0.89)  0.000
C (-3.21, -3.32, -0.64)  0.001
C (-3.98, -2.24, -0.25)  -0.001
C (-3.12, -1.14, -0.18)  0.001
N (-1.87, -1.52, -0.49)  -0.002
N (-1.97, -2.85, -0.78)  0.000
C (-3.52, 0.27, 0.13)  0.000
H (-4.62, -4.92, -0.74)  0.000
H (-3.00, -5.40, -0.21)  0.000
H (-3.30, -5.05, -1.91)  0.000
H (-5.05, -2.23, -0.05)  0.000
H (-1.17, -3.36, -1.10)  0.000
H (-4.51, 0.46, -0.30)  0.000
H (-2.83, 0.99, -0.31)  0.000
H (-3.59, 0.44, 1.20)  0.000
C (4.12, 1.92, -0.70)  0.000
C (3.64, 1.11, 0.51)  -0.006
P (2.62, -0.41, 0.31)  -0.011
C (2.82, -1.16, 1.97)  0.001
C (4.14, -0.97, 2.73)  0.000
C (3.55, -1.44, -0.89)  0.003
C (4.56, -2.43, -0.31)  0.000
H (4.86, 2.65, -0.35)  0.000
H (3.32, 2.46, -1.19)  0.000
H (4.61, 1.30, -1.45)  0.000
H (3.10, 1.76, 1.20)  0.000
H (4.51, 0.72, 1.03)  -0.001
H (2.60, -2.23, 1.85)  0.000
H (2.02, -0.75, 2.57)  0.000
H (5.01, -1.33, 2.18)  0.000
H (4.08, -1.53, 3.67)  0.000
H (4.31, 0.07, 3.00)  0.000
H (4.04, -0.74, -1.57)  0.000
H (2.81, -1.97, -1.48)  0.000
H (5.37, -1.93, 0.23)  0.000
H (5.01, -2.99, -1.12)  0.000
H (4.08, -3.15, 0.37)  0.000
B (1.27, -5.33, -0.03)  0.001
C (1.05, -3.80, -0.09)  0.004
N (0.80, -2.68, -0.13)  0.007
H (0.61, -5.72, 0.93)  -0.001
H (0.89, -5.80, -1.09)  0.003
H (2.46, -5.53, 0.16)  -0.001

Question: Among the records above, which one has the lowest calculated total energy?
Answer: C28H45AsN4O5PbS2Si2

Question: Number 2 is which compound?
Answer: C28H45AsN4O5PbS2Si2

Question: Among the records above, which one has the highest molar mass?
Answer: C28H45AsN4O5PbS2Si2